## A
{
  "formula": "C4H6N3",
  "method": "ωB97M-V/def2-TZVPD",
  "symbols": ["C", "C", "C", "C", "N", "N", "N", "H", "H", "H", "H", "H", "H"],
  "coordinates": [[-1.848, 0.237, 2.823], [-2.580, 1.337, 2.679], [-1.677, 0.861, 1.467], [1.132, -0.409, -0.593], [-1.233, 1.001, 0.362], [1.290, -1.441, -1.381], [1.918, 0.605, -0.397], [-1.712, -0.724, 3.280], [-3.129, 2.173, 3.030], [0.622, -2.215, -1.350], [2.286, -1.708, -1.730], [1.342, 1.121, 0.228], [2.982, 0.698, -0.394]],
  "total_charge": 1,
  "multiplicity": 3,
  "homo_ha": [-0.4316, -0.4936],
  "orbital_gap_ev": [8.12, 6.89],
  "e_lumo_ev": [-3.630, -6.545]
}

=====

## B
{
  "formula": "C4H6N3",
  "method": "ωB97M-V/def2-TZVPD",
  "symbols": ["C", "C", "C", "C", "N", "N", "N", "H", "H", "H", "H", "H", "H"],
  "coordinates": [[-2.094, 1.081, 0.174], [-0.979, 0.316, 0.122], [1.175, -1.068, 0.104], [1.600, 0.279, -0.569], [-2.805, -0.061, -0.492], [-1.841, -0.817, -0.465], [0.550, 0.116, 0.484], [-2.439, 1.918, 0.737], [0.636, -1.978, -0.438], [1.794, -1.465, 0.840], [2.510, 0.781, -0.420], [1.076, 0.389, -1.560], [0.818, 0.510, 1.482]],
  "total_charge": 1,
  "multiplicity": 3,
  "homo_ha": [-0.4712, -0.5277],
  "orbital_gap_ev": [9.01, 7.33],
  "e_lumo_ev": [-3.812, -7.029]
}

=====

Q: Which of them is the least stable? A: B.

=====

## A
{
  "formula": "C4H14NS2",
  "method": "ωB97M-V/def2-TZVPD",
  "symbols": ["C", "S", "S", "H", "H", "H", "H", "C", "C", "C", "N", "H", "H", "H", "H", "H", "H", "H", "H", "H", "H"],
  "coordinates": [[-2.031, -0.432, 0.218], [-0.615, -1.033, -0.744], [-1.311, -1.256, -2.671], [-2.512, 0.407, -0.279], [-1.670, -0.172, 1.211], [-2.780, -1.218, 0.309], [-2.195, -2.244, -2.435], [1.980, 0.761, 1.575], [0.856, 1.750, 1.489], [1.502, 3.154, 1.487], [1.477, -0.659, 1.692], [2.685, 0.816, 0.749], [2.588, 0.935, 2.466], [0.170, 1.728, 2.341], [0.262, 1.625, 0.585], [1.953, 3.332, 2.463], [2.271, 3.221, 0.715], [0.817, 3.967, 1.258], [0.868, -0.779, 2.499], [0.919, -0.918, 0.855], [2.240, -1.332, 1.766]],
  "total_charge": 1,
  "homo_ha": -0.4559,
  "orbital_gap_ev": 8.97,
  "e_lumo_ev": -3.432
}

=====

## B
{
  "formula": "C4H14NS2",
  "method": "ωB97M-V/def2-TZVPD",
  "symbols": ["C", "C", "S", "N", "H", "H", "H", "H", "H", "H", "H", "H", "C", "C", "S", "H", "H", "H", "H", "H", "H"],
  "coordinates": [[-1.201, 0.122, 0.919], [-1.257, -0.353, 2.351], [-2.216, -1.931, 2.443], [-0.532, 1.480, 0.869], [-2.202, 0.230, 0.509], [-0.627, -0.506, 0.240], [-1.841, 0.357, 2.939], [-0.286, -0.533, 2.806], [-1.265, -2.654, 1.812], [-0.435, 1.819, -0.122], [0.427, 1.450, 1.219], [-1.042, 2.152, 1.445], [2.185, -0.592, -1.282], [1.201, -0.284, -2.399], [0.432, 1.381, -2.198], [1.706, -0.857, -0.337], [2.835, 0.265, -1.104], [2.803, -1.437, -1.584], [1.709, -0.236, -3.358], [0.372, -0.986, -2.427], [-0.767, 1.114, -2.739]],
  "total_charge": 1,
  "homo_ha": -0.4762,
  "orbital_gap_ev": 9.63,
  "e_lumo_ev": -3.325
}

=====

Q: Which of them is the least stable? A: B.

=====

## A
{
  "formula": "C4H14NO",
  "method": "ωB97M-V/def2-TZVPD",
  "symbols": ["C", "C", "N", "C", "C", "H", "H", "H", "H", "H", "H", "H", "H", "H", "H", "H", "H", "H", "H", "O"],
  "coordinates": [[-3.096, -0.183, 0.411], [-2.371, 0.518, -0.763], [1.917, 0.006, -1.162], [2.664, -0.176, -0.002], [2.230, 0.757, 1.075], [-2.642, -0.221, 1.461], [-4.040, 0.343, 0.454], [-3.421, -1.243, 0.309], [-1.892, 1.356, -0.351], [-3.172, 0.882, -1.388], [-1.682, -0.239, -1.207], [1.037, -0.615, -1.038], [2.590, -1.183, 0.389], [3.737, -0.102, -0.192], [2.042, 1.853, 0.682], [2.997, 0.930, 1.886], [1.198, 0.559, 1.656], [2.327, 0.366, -1.978], [-0.368, -2.256, -0.087], [-0.057, -1.353, -0.154]],
  "total_charge": 1,
  "homo_ha": -0.5344,
  "orbital_gap_ev": 4.13,
  "e_lumo_ev": -10.414
}

=====

## B
{
  "formula": "C4H14NO",
  "method": "ωB97M-V/def2-TZVPD",
  "symbols": ["C", "C", "C", "C", "N", "H", "H", "H", "H", "H", "H", "H", "H", "H", "H", "H", "H", "H", "H", "O"],
  "coordinates": [[0.202, -1.221, -0.565], [-1.044, -0.536, -0.062], [-1.052, 1.026, -0.350], [-0.672, 1.363, -1.777], [1.314, -1.315, 0.508], [-0.009, -2.239, -0.933], [0.651, -0.731, -1.405], [-1.963, -0.845, -0.521], [-1.208, -0.602, 1.013], [-2.081, 1.397, -0.210], [-0.421, 1.548, 0.383], [-0.776, 2.389, -2.105], [-0.849, 0.499, -2.431], [0.439, 1.214, -1.807], [1.283, -2.279, 0.846], [1.283, -0.593, 1.275], [2.196, -1.341, -0.003], [0.653, 1.464, 2.549], [1.239, 0.261, 3.210], [0.815, 0.539, 2.385]],
  "total_charge": 1,
  "homo_ha": -0.5371,
  "orbital_gap_ev": 11.23,
  "e_lumo_ev": -3.385
}

=====

## C
{
  "formula": "C4H14NO",
  "method": "ωB97M-V/def2-TZVPD",
  "symbols": ["C", "C", "C", "C", "N", "H", "H", "H", "H", "H", "H", "H", "H", "H", "H", "H", "H", "O", "H", "H"],
  "coordinates": [[0.623, 0.812, 0.034], [-1.125, 0.053, -1.351], [-0.807, -0.949, 0.841], [-1.672, 1.369, 0.714], [-0.774, 0.343, 0.066], [1.363, 0.093, -0.355], [0.889, 1.063, 1.075], [0.674, 1.732, -0.573], [-0.649, -0.880, -1.696], [-0.898, 0.853, -2.076], [-2.217, -0.098, -1.324], [-1.840, -1.325, 0.925], [-0.394, -0.826, 1.856], [-0.202, -1.700, 0.304], [-1.304, 1.654, 1.714], [-2.667, 0.907, 0.823], [-1.773, 2.282, 0.103], [3.904, -1.979, -0.315], [4.066, -1.047, -0.588], [4.802, -2.356, -0.177]],
  "total_charge": 1,
  "homo_ha": -0.5257,
  "orbital_gap_ev": 11.46,
  "e_lumo_ev": -2.847
}

=====

Q: Which of them is the least stable? A: A.